{
  "formula": "C40H58Br20N4O4",
  "method": "the ωB97M-V functional and the def2-TZVPD basis",
  "elements": ["C", "C", "O", "N", "C", "C", "O", "C", "C", "C", "O", "N", "O", "C", "C", "C", "C", "C", "C", "C", "C", "C", "C", "N", "C", "C", "N", "C", "H", "H", "H", "H", "H", "H", "H", "H", "H", "H", "H", "H", "H", "H", "H", "H", "H", "H", "Br", "C", "C", "Br", "H", "H", "H", "H", "Br", "C", "C", "Br", "H", "H", "H", "H", "Br", "C", "C", "Br", "H", "H", "H", "H", "Br", "C", "C", "Br", "H", "H", "H", "H", "Br", "C", "C", "Br", "H", "H", "H", "H", "Br", "C", "C", "Br", "H", "H", "H", "H", "Br", "C", "C", "Br", "H", "H", "H", "H", "Br", "C", "C", "Br", "H", "H", "H", "H", "Br", "C", "C", "Br", "H", "H", "H", "H", "Br", "C", "C", "Br", "H", "H", "H", "H"],
  "coordinates": [[6.41, 0.23, 3.23], [5.36, 1.38, 3.30], [5.40, 2.08, 4.28], [4.44, 1.60, 2.18], [5.44, 1.75, 1.09], [6.11, 3.13, 0.94], [5.71, 0.88, 0.30], [3.44, 0.64, 1.90], [2.94, -0.29, 2.83], [3.34, -0.38, 4.30], [3.03, 0.84, 5.04], [1.76, 1.31, 4.70], [1.84, 2.46, 4.48], [1.93, -1.27, 2.48], [1.37, -1.36, 1.22], [0.34, -2.43, 0.87], [-0.86, -2.49, 1.84], [-2.15, -1.94, 1.37], [-3.28, -1.96, 2.17], [-3.25, -2.52, 3.48], [-2.02, -3.04, 3.92], [-0.84, -3.03, 3.13], [1.82, -0.37, 0.25], [1.19, -0.48, -0.97], [1.64, 0.45, -1.79], [2.60, 1.47, -1.49], [3.17, 1.55, -0.31], [2.80, 0.59, 0.59], [7.37, 0.59, 2.82], [6.07, -0.60, 2.58], [6.58, -0.20, 4.23], [7.16, 2.96, 0.65], [5.65, 3.73, 0.14], [6.15, 3.68, 1.90], [2.78, -1.18, 4.83], [4.40, -0.59, 4.49], [1.56, -1.99, 3.22], [0.86, -3.41, 0.92], [-0.04, -2.35, -0.15], [-2.20, -1.53, 0.36], [-4.23, -1.57, 1.79], [-4.16, -2.55, 4.08], [-2.01, -3.50, 4.92], [0.08, -3.46, 3.53], [1.25, 0.43, -2.82], [2.87, 2.20, -2.27], [-1.50, 3.62, 0.69], [-1.90, 3.64, -1.21], [-2.26, 2.27, -1.71], [-0.66, 1.15, -1.91], [-1.03, 4.06, -1.71], [-2.74, 4.31, -1.32], [-2.70, 2.32, -2.71], [-2.93, 1.73, -1.05], [-0.78, -3.72, -3.81], [-1.51, -5.28, -2.90], [-2.54, -4.90, -1.87], [-1.69, -4.19, -0.26], [-0.66, -5.82, -2.48], [-1.96, -5.88, -3.69], [-3.09, -5.77, -1.54], [-3.23, -4.14, -2.22], [1.52, -6.42, -0.04], [1.18, -7.97, 1.09], [-0.29, -8.11, 1.40], [-0.84, -6.81, 2.75], [1.79, -7.85, 1.98], [1.54, -8.82, 0.52], [-0.50, -9.08, 1.83], [-0.92, -7.95, 0.53], [-3.75, 3.13, 3.69], [-2.73, 2.40, 5.17], [-1.56, 1.58, 4.69], [-2.14, -0.17, 4.04], [-3.43, 1.83, 5.78], [-2.39, 3.26, 5.74], [-0.88, 1.37, 5.51], [-1.02, 2.05, 3.88], [3.13, 6.86, -2.62], [1.65, 6.56, -1.39], [2.13, 6.05, -0.05], [2.60, 4.16, -0.13], [0.95, 5.89, -1.88], [1.18, 7.54, -1.28], [1.33, 6.12, 0.69], [3.01, 6.58, 0.31], [-1.01, -8.97, -3.29], [-2.12, -10.00, -4.52], [-2.68, -9.12, -5.61], [-4.16, -8.04, -4.95], [-2.89, -10.48, -3.92], [-1.46, -10.75, -4.94], [-3.10, -9.73, -6.41], [-1.95, -8.43, -6.02], [3.57, 3.74, -4.39], [4.81, 2.26, -4.64], [5.66, 2.45, -5.86], [4.67, 2.06, -7.49], [4.22, 1.35, -4.67], [5.43, 2.25, -3.74], [6.50, 1.75, -5.87], [6.04, 3.46, -5.96], [-1.11, 8.42, -2.56], [-2.00, 8.77, -0.86], [-1.37, 9.94, -0.14], [0.32, 9.44, 0.70], [-1.96, 7.85, -0.28], [-3.03, 9.00, -1.12], [-2.00, 10.27, 0.68], [-1.16, 10.78, -0.80], [-4.79, 5.19, -5.45], [-5.54, 6.73, -4.53], [-4.69, 7.14, -3.36], [-4.94, 5.95, -1.84], [-6.55, 6.47, -4.25], [-5.57, 7.52, -5.28], [-4.98, 8.12, -3.00], [-3.62, 7.14, -3.58], [-4.60, -7.19, 0.01], [-4.26, -6.41, 1.76], [-5.45, -5.63, 2.24], [-5.62, -3.89, 1.38], [-3.36, -5.80, 1.67], [-4.06, -7.25, 2.41], [-5.35, -5.41, 3.30], [-6.39, -6.16, 2.08]],
  "lowdin_charge": [0.00, -0.45, 0.14, 0.10, -0.46, 0.01, 0.11, -0.09, -0.10, -0.12, -0.12, -0.01, 0.09, 0.03, -0.10, -0.18, -0.31, -0.18, -0.29, -0.28, -0.19, -0.11, -0.13, 0.05, -0.37, -0.18, 0.00, -0.12, 0.10, 0.09, 0.09, 0.09, 0.06, 0.09, 0.12, 0.11, 0.11, 0.09, 0.04, 0.10, 0.07, 0.11, 0.11, 0.11, 0.04, 0.03, 0.60, -0.69, -0.62, 0.96, 0.04, -0.03, 0.06, 0.05, 0.61, -0.71, -0.63, 0.90, 0.01, 0.01, -0.04, 0.06, 0.63, -0.69, -0.67, 0.67, 0.05, 0.06, 0.06, 0.05, 0.58, -0.69, -0.66, 0.96, 0.05, 0.06, 0.04, 0.03, 0.59, -0.73, -0.66, 0.80, 0.04, -0.06, 0.04, 0.05, 0.63, -0.69, -0.69, 0.61, 0.05, 0.06, 0.06, 0.05, 0.62, -0.68, -0.70, 0.60, 0.05, 0.06, 0.06, 0.05, 0.69, -0.66, -0.68, 0.66, 0.06, 0.05, 0.06, 0.05, 0.61, -0.70, -0.70, 0.65, 0.05, 0.06, 0.06, 0.00, 0.67, -0.70, -0.66, 0.71, -0.02, 0.05, 0.06, 0.05],
  "homo_energy_ev": -8.0
}